One molecule with the formula C5H10S2 at a distorted geometry, computed with ωB97M-V with the def2-TZVPD basis set.

## Properties
* structure (SMILES): C/C=C\CSCS
* ΔE to the lowest compared entry with this formula, charge and spin: 2.6996 eV
* F_max: 6.79 eV/A
* multiplicity: 1
* E: -27014.4868 eV

```
17
C5H10S2 ωB97M-V with the def2-TZVPD basis set
C -0.81 -1.22 1.70
C -0.91 0.22 1.18
C 0.20 0.87 0.81
C 1.42 0.11 0.57
S 1.67 0.21 -1.22
C 0.08 -0.03 -2.21
S -1.09 1.09 -1.95
H -0.89 -1.98 0.98
H -1.59 -1.46 2.37
H 0.25 -1.34 2.16
H -1.93 0.63 1.10
H 0.10 1.98 0.95
H 1.35 -0.85 0.92
H 2.29 0.74 0.90
H 0.15 -1.18 -2.14
H 0.52 0.32 -3.16
H -0.81 1.88 -2.95
```

One molecule with the formula C3H4N4O at a distorted geometry, computed with ωB97M-V with the def2-TZVPD basis set.

## Properties
* structure (SMILES): [H]/N=c1\ccn(O)nn1
* ΔE to the lowest compared entry with this formula, charge and spin: 5.4045 eV
* F_max: 5.36 eV/A
* multiplicity: 1
* E: -11178.5646 eV

```
12
C3H4N4O ωB97M-V with the def2-TZVPD basis set
H -1.90 -2.19 -0.71
N -2.28 -1.32 -0.13
C -1.27 -0.52 -0.08
C -0.06 -0.96 -0.68
C 1.02 -0.13 -0.37
N 0.83 0.76 0.66
O 1.87 1.65 0.83
N -0.33 1.32 0.95
N -1.36 0.71 0.58
H 0.15 -1.81 -1.35
H 2.00 -0.09 -0.75
H 1.32 2.58 1.06
```

A 4-piece molecular cluster, C30H36F24NO4 overall at a distorted geometry, computed with ωB97M-V with the def2-TZVPD basis set.

## Properties
* F_max: 1.02 eV/A
* charge: +1
* multiplicity: 1
* E: -106587.5060 eV

```
95
C30H36F24NO4 ωB97M-V with the def2-TZVPD basis set
C 5.20 -1.51 -1.39
C 3.77 -1.06 -1.24
C 2.73 -1.71 -1.89
C 1.43 -1.23 -1.76
C 1.09 -0.12 -0.96
C -0.37 0.29 -0.97
C -1.22 -0.64 -0.10
C -0.67 1.77 -0.70
C 2.13 0.48 -0.26
O 1.93 1.59 0.56
C 1.21 1.32 1.74
C 2.05 0.81 2.96
C 3.57 0.70 2.83
C 3.93 -0.77 2.79
N 2.74 -1.48 3.41
C 1.54 -0.53 3.47
C 3.44 0.04 -0.42
H 5.43 -2.33 -0.72
H 5.88 -0.70 -1.17
H 5.38 -1.81 -2.41
H 2.95 -2.56 -2.52
H 0.65 -1.72 -2.31
H -0.71 0.09 -1.98
H -0.87 -0.69 0.93
H -2.26 -0.34 -0.14
H -1.14 -1.65 -0.50
H 0.15 2.42 -0.95
H -1.56 2.06 -1.26
H -0.92 1.93 0.34
H 0.73 2.24 2.03
H 0.42 0.61 1.53
H 1.90 1.56 3.72
H 3.99 1.07 3.77
H 4.01 1.30 2.06
H 4.79 -1.08 3.37
H 4.07 -1.21 1.82
H 2.45 -2.27 2.85
H 2.92 -1.87 4.33
H 0.78 -0.99 2.85
H 1.14 -0.42 4.46
H 4.25 0.56 0.06
C -4.12 1.93 2.80
C -2.92 1.04 3.14
C -2.52 0.88 4.61
F -2.21 2.05 5.18
F -1.40 0.10 4.65
F -1.83 1.41 2.42
F -3.25 -0.22 2.74
O -3.86 3.26 2.40
C -3.70 4.28 3.30
C -2.28 4.87 3.25
F -1.34 3.90 3.39
F -2.14 5.75 4.26
F -4.04 3.91 4.55
F -4.52 5.27 2.92
H -4.54 1.47 1.91
H -4.88 1.87 3.58
H -3.31 0.39 5.19
H -2.13 5.38 2.29
C -3.58 -3.61 -1.29
C -4.31 -3.19 -0.01
C -3.68 -3.56 1.34
F -3.52 -4.89 1.48
F -4.50 -3.12 2.33
F -5.59 -3.60 -0.05
F -4.31 -1.82 -0.02
O -3.97 -4.79 -1.95
C -3.48 -6.02 -1.62
C -4.55 -6.95 -1.04
F -5.19 -6.37 0.00
F -3.94 -8.07 -0.60
F -2.41 -5.93 -0.80
F -3.06 -6.60 -2.76
H -3.82 -2.82 -2.00
H -2.49 -3.57 -1.15
H -2.71 -3.07 1.45
H -5.28 -7.21 -1.81
C 3.02 1.18 -4.40
C 3.86 2.17 -3.59
C 3.15 3.04 -2.54
F 2.19 3.80 -3.09
F 4.07 3.85 -1.96
F 4.60 2.94 -4.42
F 4.73 1.40 -2.86
O 2.57 1.55 -5.68
C 1.40 2.24 -5.88
C 1.64 3.64 -6.45
F 2.51 4.33 -5.69
F 0.46 4.30 -6.46
F 0.64 2.27 -4.77
F 0.71 1.57 -6.82
H 3.70 0.35 -4.59
H 2.21 0.77 -3.79
H 2.71 2.40 -1.77
H 2.03 3.57 -7.47
```

C20H28N2PbSi as an isolated structure at a distorted geometry, computed with ωB97M-V with the def2-TZVPD basis set.

## Properties
* ΔE to the lowest compared entry with this formula, charge and spin: 4.1135 eV
* F_max: 6.44 eV/A
* charge: +2
* multiplicity: 1
* E: -37275.6595 eV

```
52
C20H28N2PbSi ωB97M-V with the def2-TZVPD basis set
C -1.34 0.38 4.00
C -1.00 -0.90 3.51
C 0.33 -0.83 3.00
H -1.62 -1.79 3.59
C 0.80 0.49 3.19
C -0.24 1.25 3.80
H -0.15 2.28 4.14
H -2.25 0.65 4.52
H 0.89 -1.66 2.59
H 1.81 0.83 2.97
Pb -1.18 0.61 0.74
C 1.51 1.55 -3.38
H 2.39 1.15 -2.84
H 0.95 0.81 -3.98
H 0.86 2.08 -2.72
Si 0.19 -0.84 -0.52
C -0.52 -1.90 -1.86
C -0.76 -3.25 -1.57
H -0.29 -3.71 -0.70
C -1.69 -4.01 -2.32
H -1.91 -5.04 -2.03
C -2.38 -3.40 -3.36
H -3.16 -3.92 -3.89
C -2.01 -2.10 -3.79
H -2.52 -1.65 -4.66
C -1.06 -1.37 -3.07
H -0.74 -0.37 -3.39
C 2.03 -0.91 -0.30
C 2.62 -2.08 -0.85
H 2.22 -2.52 -1.76
C 3.64 -2.71 -0.15
H 4.02 -3.68 -0.48
C 4.19 -2.12 1.01
H 4.94 -2.66 1.60
C 3.83 -0.80 1.34
H 4.35 -0.29 2.15
C 2.81 -0.16 0.62
H 2.59 0.88 0.81
H 2.91 1.92 -4.86
H 2.20 1.92 -4.35
N -3.37 1.93 1.09
C -3.05 3.32 0.73
C -1.83 3.81 1.47
N -0.64 3.01 1.07
H -4.15 1.59 0.52
H -3.64 1.85 2.07
H -2.91 3.36 -0.36
H -3.90 3.97 0.99
H -1.68 4.87 1.22
H -1.95 3.72 2.56
H 0.11 3.14 1.74
H -0.27 3.32 0.16
```

A 2-piece molecular cluster, F2H4N3OP overall at a distorted geometry, computed with ωB97M-V with the def2-TZVPD basis set.

## Properties
* ΔE to the lowest compared entry with this formula, charge and spin: 4.6253 eV
* F_max: 5.51 eV/A
* multiplicity: 1
* E: -21301.5357 eV

```
11
F2H4N3OP ωB97M-V with the def2-TZVPD basis set
N 0.48 0.26 1.03
N -0.36 0.01 -1.37
N -2.37 -0.24 0.63
O -1.28 2.07 0.27
F -3.25 -0.51 -0.32
F -0.57 -2.18 0.46
P -0.90 0.68 0.08
H 0.62 -0.77 1.17
H 0.59 0.93 1.75
H -0.81 -0.03 -2.23
H 0.21 -0.83 -1.11
```

One molecule with the formula C3H6O2 at a distorted geometry, computed with ωB97M-V with the def2-TZVPD basis set.

## Properties
* structure (SMILES): C[C@H](O)C=O
* ΔE to the lowest compared entry with this formula, charge and spin: 2.2925 eV
* F_max: 6.78 eV/A
* multiplicity: 1
* E: -7301.3857 eV

```
11
C3H6O2 ωB97M-V with the def2-TZVPD basis set
C 0.39 1.18 -0.15
C 0.15 -0.23 0.32
O 0.87 -1.22 -0.43
C -1.29 -0.79 0.07
O -2.25 0.00 -0.33
H 1.27 1.57 0.34
H 0.66 1.08 -1.18
H -0.34 2.05 -0.08
H 0.11 -0.39 1.50
H 1.86 -1.28 -0.27
H -1.45 -1.95 0.21
```

The highest E belongs to which entry? C3H6O2

What is the F_max in the sixth record? 6.78 eV/A

Which formula does entry 2 have? C3H4N4O

What did the fifth record say?
A 2-piece molecular cluster, F2H4N3OP overall at a distorted geometry, computed with ωB97M-V with the def2-TZVPD basis set.

## Properties
* ΔE to the lowest compared entry with this formula, charge and spin: 4.6253 eV
* F_max: 5.51 eV/A
* multiplicity: 1
* E: -21301.5357 eV

```
11
F2H4N3OP ωB97M-V with the def2-TZVPD basis set
N 0.48 0.26 1.03
N -0.36 0.01 -1.37
N -2.37 -0.24 0.63
O -1.28 2.07 0.27
F -3.25 -0.51 -0.32
F -0.57 -2.18 0.46
P -0.90 0.68 0.08
H 0.62 -0.77 1.17
H 0.59 0.93 1.75
H -0.81 -0.03 -2.23
H 0.21 -0.83 -1.11
```